[1]
A molecular structure, C28H39ClLuN4O5 in a non-equilibrium geometry. Source: the OMol25 dataset; level of theory: ωB97M-V with the def2-TZVPD basis set.

## Properties
* lowest unoccupied orbital energy (spin up / spin down): 2.674 / 2.675 eV
* ΔE to the lowest compared entry with this formula, charge and spin: 122.62 kcal/mol
* maximum force: 3.44 eV/A
* HOMO energy (spin up / spin down): -1.655 / -0.540 eV
* net charge: -1
* M: 722.06 g mol⁻¹
* frontier orbital gap (spin up / spin down): 4.330 / 3.215 eV
* calculated total energy: -3381.331725 a.u.

Element x y z (Å)
1 Lu -0.74 0.01 -0.49
2 Cl 1.65 -0.14 -1.10
3 N 0.10 2.21 -0.74
4 N -0.01 -2.50 -0.59
5 C -0.62 2.93 -1.59
6 C -0.46 -3.16 -1.62
7 C 1.31 3.05 -0.44
8 C 0.71 4.44 -0.57
9 C 2.37 2.89 -1.52
10 C 1.94 2.69 0.90
11 H 1.98 3.13 -2.52
12 H 2.73 1.85 -1.53
13 H 3.21 3.56 -1.29
14 H 1.22 2.76 1.72
15 H 2.76 3.40 1.09
16 H 2.35 1.68 0.85
17 C 1.03 -3.36 0.09
18 C 0.91 -4.67 -0.67
19 C 0.77 -3.53 1.57
20 C 2.45 -2.86 -0.08
21 H 2.68 -2.72 -1.14
22 H 3.11 -3.64 0.32
23 H 2.61 -1.92 0.44
24 H -0.25 -3.87 1.76
25 H 0.94 -2.59 2.08
26 H 1.48 -4.26 1.98
27 O 0.08 -4.36 -1.83
28 H 0.39 -5.45 -0.10
29 H 1.86 -5.05 -1.06
30 O -0.35 4.22 -1.62
31 H 1.40 5.22 -0.92
32 H 0.21 4.78 0.35
33 C -1.64 2.27 -2.49
34 C -1.49 -2.72 -2.62
35 C -1.04 -1.45 -3.26
36 H -2.42 -2.56 -2.04
37 H -1.66 -3.53 -3.34
38 C -1.20 -0.26 -2.61
39 C -1.11 1.00 -3.16
40 H -1.47 1.15 2.12
41 C -0.45 1.05 -4.41
42 C -0.11 -0.14 -5.05
43 C -0.15 2.36 -5.05
44 C -0.36 -1.39 -4.49
45 H 0.34 -0.10 -6.04
46 C 0.07 -2.64 -5.19
47 H 0.50 -2.39 -6.16
48 H -0.78 -3.30 -5.37
49 H 0.82 -3.20 -4.63
50 H -1.03 3.00 -5.06
51 H 0.17 2.21 -6.09
52 H 0.65 2.90 -4.54
53 H -2.01 3.02 -3.21
54 H -2.50 2.04 -1.83
55 C -1.88 2.45 3.40
56 C -0.89 1.70 4.27
57 C -0.88 0.14 4.11
58 C 0.05 -0.59 5.10
59 C 1.48 -0.08 5.16
60 C -2.32 -0.39 4.25
61 O -3.00 -0.33 5.25
62 N -2.83 -1.00 3.07
63 C -2.52 -0.62 1.80
64 O -3.05 -1.00 0.75
65 N -1.34 0.20 1.74
66 C -0.43 -0.21 2.74
67 O 0.66 -0.67 2.43
68 H -1.52 2.70 2.39
69 H -2.02 3.44 3.83
70 H -2.84 1.92 3.40
71 H 0.13 2.07 4.10
72 H -1.15 1.83 5.33
73 H -0.44 -0.49 6.07
74 H 0.05 -1.67 4.86
75 H 1.52 0.83 5.76
76 H 2.08 -0.84 5.67
77 H 1.93 0.11 4.18
78 H -3.70 -1.52 3.18

Atomic partial charges in e from the Löwdin method, atoms 1 to 2: 1.4113 0.1766

[2]
A molecular structure, C28H39IrN7O5PS3 in a non-equilibrium geometry. Source: the OMol25 dataset; level of theory: ωB97M-V with the def2-TZVPD basis set.

## Properties
* lowest unoccupied orbital energy: -0.091 eV
* ΔE to the lowest compared entry with this formula, charge and spin: 0.00 kcal/mol
* maximum force: 1.27 eV/A
* HOMO energy: -7.499 eV
* net charge: 0
* M: 873.06 g mol⁻¹
* frontier orbital gap: 7.408 eV
* calculated total energy: -3490.389172 a.u.

Element x y z (Å)
1 Ir 0.35 0.19 0.30
2 C -0.94 3.24 5.46
3 C -0.19 1.93 5.68
4 N 0.70 1.62 4.55
5 C 2.04 2.18 4.64
6 C 3.05 1.22 5.26
7 C 0.25 0.93 3.51
8 S 1.46 0.42 2.34
9 N -1.05 0.61 3.55
10 C -1.72 0.06 2.56
11 O -1.32 -0.32 1.42
12 C -3.18 -0.19 2.82
13 C -3.74 0.12 4.06
14 C -5.09 -0.11 4.28
15 C -5.88 -0.64 3.27
16 C -5.33 -0.94 2.04
17 C -3.98 -0.71 1.81
18 H -1.63 3.41 6.29
19 H -1.49 3.20 4.53
20 H -0.26 4.09 5.42
21 H -0.89 1.11 5.80
22 H 0.44 1.98 6.57
23 H 1.96 3.08 5.24
24 H 2.35 2.47 3.63
25 H 2.72 0.89 6.25
26 H 4.02 1.72 5.37
27 H 3.18 0.34 4.63
28 H -3.12 0.54 4.83
29 H -5.53 0.13 5.24
30 H -6.94 -0.82 3.45
31 H -5.94 -1.34 1.24
32 H -3.53 -0.93 0.85
33 N -1.45 -2.49 -2.31
34 C -2.00 -1.43 -3.00
35 C -1.60 -0.30 -2.36
36 N -0.81 -0.65 -1.29
37 C -0.74 -1.97 -1.29
38 C 0.10 -2.61 -0.31
39 N 0.82 -1.83 0.47
40 C 1.52 -2.66 1.31
41 C 1.23 -3.95 1.00
42 N 0.31 -3.90 -0.03
43 H -1.49 -3.45 -2.58
44 H -2.60 -1.57 -3.88
45 H -1.78 0.73 -2.60
46 H 2.20 -2.27 2.05
47 H 1.58 -4.88 1.42
48 H -0.10 -4.70 -0.48
49 O -0.13 1.99 -2.38
50 C -0.26 2.64 -1.36
51 C -0.55 4.13 -1.35
52 C -0.65 4.47 0.12
53 C -0.35 3.16 0.83
54 O -0.27 3.07 2.04
55 N -0.17 2.14 -0.07
56 H -1.46 4.31 -1.92
57 H 0.26 4.63 -1.87
58 H -1.65 4.80 0.43
59 H 0.06 5.23 0.46
60 C 5.30 1.96 -2.56
61 C 4.06 2.03 -3.43
62 C 3.15 3.19 -3.05
63 O 3.32 0.78 -3.46
64 P 2.96 -0.25 -2.31
65 S 1.79 -1.62 -3.03
66 S 2.47 0.71 -0.55
67 O 4.45 -0.79 -1.99
68 C 4.72 -1.72 -0.93
69 C 4.81 -3.13 -1.49
70 C 6.01 -1.26 -0.28
71 H 5.85 2.90 -2.66
72 H 5.95 1.14 -2.88
73 H 5.05 1.82 -1.51
74 H 4.36 2.14 -4.47
75 H 2.89 3.14 -2.00
76 H 2.23 3.16 -3.64
77 H 3.68 4.13 -3.25
78 H 3.91 -1.66 -0.20
79 H 5.66 -3.21 -2.17
80 H 3.90 -3.38 -2.03
81 H 4.95 -3.84 -0.67
82 H 6.83 -1.29 -1.01
83 H 6.27 -1.92 0.56
84 H 5.91 -0.24 0.09

Atomic partial charges in e from the Löwdin method, atoms 1 to 2: 0.9432 -0.0679

[3]
A molecular structure, C28H3Cl100F3NO4S in a non-equilibrium geometry. Source: the OMol25 dataset; level of theory: ωB97M-V with the def2-TZVPD basis set.

## Properties
* lowest unoccupied orbital energy: 0.934 eV
* maximum force: 5.38 eV/A
* HOMO energy: -5.668 eV
* net charge: -1
* M: 4051.70 g mol⁻¹
* frontier orbital gap: 6.602 eV
* calculated total energy: -48141.081539 a.u.

Element x y z (Å)
1 O -3.39 -1.95 2.39
2 C -2.74 -1.66 1.40
3 O -1.61 -2.24 1.19
4 C -3.21 -0.66 0.32
5 N -3.95 0.52 0.87
6 S -5.50 0.19 1.43
7 O -6.29 1.39 1.16
8 O -5.51 -0.01 2.85
9 C -6.37 -1.18 0.51
10 F -6.63 -0.87 -0.77
11 F -5.77 -2.36 0.61
12 F -7.56 -1.33 1.12
13 H -2.29 -0.26 -0.14
14 H -3.75 -1.15 -0.51
15 H -3.97 1.26 0.16
16 C 2.07 -0.57 1.29
17 Cl 0.49 -1.38 1.25
18 Cl 2.04 0.71 2.53
19 Cl 3.36 -1.75 1.69
20 Cl 2.41 0.17 -0.30
21 C 5.44 -1.77 5.09
22 Cl 4.66 -3.17 5.84
23 Cl 4.21 -0.76 4.34
24 Cl 6.31 -0.84 6.32
25 Cl 6.59 -2.33 3.86
26 C 1.59 -4.34 -1.76
27 Cl 0.84 -5.72 -0.95
28 Cl 0.35 -3.37 -2.58
29 Cl 2.40 -3.32 -0.56
30 Cl 2.77 -4.93 -2.95
31 C 4.47 3.55 -0.79
32 Cl 5.50 4.85 -0.14
33 Cl 3.57 2.80 0.52
34 Cl 3.35 4.22 -1.98
35 Cl 5.49 2.33 -1.58
36 C -9.56 2.84 0.39
37 Cl -8.51 4.15 0.97
38 Cl -10.49 2.19 1.75
39 Cl -10.68 3.49 -0.84
40 Cl -8.58 1.56 -0.31
41 C 4.10 2.82 -5.94
42 Cl 5.11 4.12 -5.27
43 Cl 3.18 2.07 -4.63
44 Cl 2.99 3.50 -7.14
45 Cl 5.14 1.61 -6.70
46 C -2.74 -0.05 -3.63
47 Cl -1.94 1.21 -4.59
48 Cl -1.66 -1.43 -3.45
49 Cl -3.13 0.59 -2.02
50 Cl -4.22 -0.56 -4.44
51 C -4.27 -1.00 -8.86
52 Cl -5.03 -2.39 -8.07
53 Cl -5.51 -0.01 -9.64
54 Cl -3.41 -0.03 -7.65
55 Cl -3.12 -1.57 -10.08
56 C -5.83 0.23 6.87
57 Cl -7.13 -0.94 7.15
58 Cl -4.94 0.49 8.38
59 Cl -4.74 -0.39 5.63
60 Cl -6.53 1.76 6.33
61 C 3.32 -7.66 -6.36
62 Cl 2.58 -9.04 -5.53
63 Cl 2.06 -6.72 -7.18
64 Cl 4.13 -6.63 -5.18
65 Cl 4.49 -8.25 -7.55
66 C -13.61 5.41 2.01
67 Cl -14.92 4.25 2.30
68 Cl -12.76 5.73 3.53
69 Cl -12.47 4.73 0.83
70 Cl -14.28 6.92 1.39
71 C 9.83 3.10 -0.48
72 Cl 8.19 3.74 -0.30
73 Cl 10.36 2.38 1.05
74 Cl 9.84 1.86 -1.75
75 Cl 10.93 4.41 -0.94
76 C 5.33 -2.99 -7.61
77 Cl 5.35 -4.76 -7.73
78 Cl 3.91 -2.36 -8.46
79 Cl 5.27 -2.50 -5.91
80 Cl 6.80 -2.33 -8.36
81 C -10.87 8.23 5.99
82 Cl -9.81 9.52 6.58
83 Cl -11.82 7.59 7.34
84 Cl -11.96 8.87 4.75
85 Cl -9.88 6.93 5.30
86 C 8.99 2.01 7.39
87 Cl 8.23 0.60 8.16
88 Cl 7.74 3.01 6.64
89 Cl 9.85 2.95 8.62
90 Cl 10.13 1.46 6.16
91 C 7.94 0.93 -10.94
92 Cl 6.49 0.15 -10.29
93 Cl 7.61 1.51 -12.59
94 Cl 8.38 2.30 -9.91
95 Cl 9.27 -0.24 -10.98
96 C 5.98 -5.73 -11.58
97 Cl 5.81 -6.70 -10.10
98 Cl 4.56 -5.99 -12.61
99 Cl 6.10 -4.02 -11.16
100 Cl 7.44 -6.23 -12.45
101 C 7.18 -4.81 -3.07
102 Cl 6.47 -4.96 -4.68
103 Cl 8.94 -4.63 -3.21
104 Cl 6.50 -3.38 -2.27
105 Cl 6.80 -6.25 -2.12
106 C -11.08 13.23 8.69
107 Cl -9.37 13.56 8.38
108 Cl -11.27 12.55 10.32
109 Cl -12.01 14.74 8.58
110 Cl -11.69 12.07 7.50
111 C 3.60 -1.11 9.84
112 Cl 3.57 -2.87 9.65
113 Cl 2.18 -0.40 9.05
114 Cl 3.57 -0.71 11.57
115 Cl 5.07 -0.46 9.11
116 C -0.82 -9.34 -8.37
117 Cl -1.99 -10.39 -9.19
118 Cl -1.01 -7.68 -8.96
119 Cl -1.10 -9.38 -6.63
120 Cl 0.82 -9.90 -8.72
121 C -13.44 4.56 9.75
122 Cl -13.13 4.50 8.01
123 Cl -14.36 3.13 10.23
124 Cl -11.90 4.59 10.62
125 Cl -14.36 6.02 10.14
126 C 3.78 -7.15 5.18
127 Cl 2.32 -8.08 4.83
128 Cl 4.27 -6.26 3.74
129 Cl 3.45 -6.02 6.50
130 Cl 5.08 -8.26 5.67
131 C 12.81 5.73 -4.16
132 Cl 13.12 5.78 -5.90
133 Cl 11.98 4.23 -3.75
134 Cl 14.35 5.81 -3.29
135 Cl 11.80 7.11 -3.70
136 C -0.43 -4.13 8.57
137 Cl 0.05 -3.09 9.92
138 Cl -1.37 -3.19 7.41
139 Cl 1.02 -4.77 7.77
140 Cl -1.40 -5.48 9.17

Atomic partial charges in e from the Löwdin method, atoms 1 to 2: 0.0052 -0.6926

[4]
A molecular structure, C28H40BMnN8Sb2 in a non-equilibrium geometry. Source: the OMol25 dataset; level of theory: ωB97M-V with the def2-TZVPD basis set.

## Properties
* lowest unoccupied orbital energy (spin up / spin down): -8.304 / -6.737 eV
* maximum force: 2.05 eV/A
* expectation value of S²: 6.2149
* HOMO energy (spin up / spin down): -13.488 / -13.488 eV
* multiplicity: 5
* net charge: +2
* M: 797.95 g mol⁻¹
* frontier orbital gap (spin up / spin down): 5.184 / 6.751 eV
* calculated total energy: -3184.920362 a.u.

Element x y z (Å)
1 Mn 0.37 -0.29 0.20
2 C 1.03 -3.10 -1.88
3 C 0.01 -3.20 -0.80
4 C -0.77 -4.29 -0.44
5 C -1.43 -3.90 0.71
6 N -1.06 -2.64 1.01
7 N -0.20 -2.20 0.07
8 B -1.31 -1.86 2.33
9 N 0.09 -1.50 2.87
10 C 0.66 -1.67 4.07
11 C 1.99 -1.31 3.99
12 C 2.18 -0.91 2.67
13 C 3.46 -0.57 1.99
14 N 1.01 -1.00 2.01
15 N -2.01 -0.53 1.99
16 C -3.10 0.00 2.58
17 C -3.43 1.16 1.91
18 C -2.48 1.28 0.90
19 C -2.41 2.35 -0.12
20 N -1.61 0.26 0.97
21 N -2.27 -2.66 3.18
22 C -2.32 -3.18 4.43
23 C -3.57 -3.71 4.62
24 C -4.26 -3.50 3.40
25 C -5.64 -3.90 3.04
26 N -3.45 -2.88 2.56
27 H 1.57 -4.05 -1.96
28 H 0.57 -2.90 -2.85
29 H 1.74 -2.31 -1.63
30 H -0.85 -5.23 -0.94
31 H -2.12 -4.44 1.32
32 H 0.11 -2.02 4.92
33 H 2.72 -1.33 4.77
34 H 4.24 -1.23 2.35
35 H 3.36 -0.70 0.91
36 H 3.77 0.45 2.22
37 H -3.57 -0.46 3.42
38 H -4.25 1.82 2.11
39 H -3.41 2.74 -0.31
40 H -1.80 3.18 0.24
41 H -2.00 1.95 -1.06
42 H -1.49 -3.16 5.10
43 H -3.94 -4.21 5.49
44 H -6.12 -4.40 3.88
45 H -6.22 -3.01 2.77
46 H -5.63 -4.55 2.18
47 C 3.61 1.58 -1.12
48 Sb 1.87 1.90 0.11
49 C 2.82 3.15 1.57
50 C 0.96 3.60 -0.97
51 C 1.55 3.79 -2.31
52 C 2.61 4.69 -2.46
53 C 3.18 4.93 -3.69
54 C 2.72 4.23 -4.80
55 C 1.69 3.31 -4.67
56 C 1.08 3.09 -3.44
57 C -0.10 2.20 -3.36
58 Sb 0.18 0.21 -2.43
59 C 1.65 -0.32 -3.91
60 C -1.64 -0.62 -3.23
61 H 3.74 2.44 -1.78
62 H 3.50 0.68 -1.73
63 H 4.50 1.48 -0.50
64 H 3.42 3.88 1.03
65 H 3.47 2.59 2.24
66 H 2.07 3.67 2.16
67 H 1.17 4.46 -0.33
68 H -0.11 3.43 -1.02
69 H 2.96 5.24 -1.59
70 H 3.97 5.65 -3.80
71 H 3.15 4.41 -5.77
72 H 1.34 2.78 -5.54
73 H -0.43 1.93 -4.36
74 H -0.93 2.69 -2.84
75 H 1.13 -0.51 -4.85
76 H 2.24 -1.20 -3.65
77 H 2.31 0.53 -4.05
78 H -1.65 -0.52 -4.31
79 H -2.48 -0.08 -2.81
80 H -1.73 -1.66 -2.96

Atomic partial charges in e from the Löwdin method, atoms 1 to 2: 0.5468 -0.0415

[5]
A molecular structure, C28H40ClI2N2O4S2SiTi. Source: the OMol25 dataset; level of theory: ωB97M-V with the def2-TZVPD basis set.

## Properties
* lowest unoccupied orbital energy (spin up / spin down): -2.272 / -2.474 eV
* ΔE to the lowest compared entry with this formula, charge and spin: 0.00 kcal/mol
* maximum force: 0.94 eV/A
* expectation value of S²: 0.7663
* HOMO energy (spin up / spin down): -8.147 / -8.147 eV
* multiplicity: 2
* net charge: 0
* M: 897.99 g mol⁻¹
* frontier orbital gap (spin up / spin down): 5.874 / 5.673 eV
* calculated total energy: -4492.339898 a.u.

Element x y z (Å)
1 Ti 1.43 0.70 -0.81
2 N 0.95 0.40 1.25
3 C 0.84 -1.05 1.37
4 C 0.73 -1.81 0.21
5 C 0.62 -3.19 0.28
6 C 0.52 -3.80 1.52
7 C 0.68 -3.04 2.68
8 C 0.86 -1.67 2.60
9 S -0.01 -5.51 1.65
10 O 0.73 -6.03 2.77
11 O -1.44 -5.32 1.90
12 O 0.30 -6.07 0.35
13 H 1.59 0.77 1.95
14 H 0.03 0.81 1.34
15 H 0.61 -1.38 -0.80
16 H 0.51 -3.80 -0.61
17 H 0.64 -3.55 3.63
18 H 0.98 -1.08 3.50
19 I 3.05 1.80 -2.86
20 I 2.65 3.41 -5.55
21 C -1.32 4.16 0.24
22 Si 0.31 3.84 -0.62
23 C 1.69 3.97 0.62
24 C 0.60 4.99 -2.06
25 N 0.31 2.15 -1.19
26 C -0.44 1.72 -2.33
27 C -0.16 0.50 -2.94
28 C -0.82 0.08 -4.09
29 C -1.81 0.88 -4.63
30 C -2.12 2.09 -4.03
31 C -1.44 2.51 -2.89
32 H -1.34 5.21 0.54
33 H -1.41 3.56 1.15
34 H -2.20 3.97 -0.37
35 H 1.46 4.76 1.34
36 H 2.63 4.22 0.13
37 H 1.86 3.07 1.21
38 H 1.31 5.76 -1.76
39 H -0.31 5.50 -2.38
40 H 1.02 4.48 -2.92
41 H 0.61 -0.21 -2.61
42 H -0.56 -0.87 -4.54
43 H -2.33 0.57 -5.53
44 H -2.89 2.72 -4.45
45 H -1.69 3.47 -2.46
46 C -3.03 -2.55 3.06
47 C -2.87 -2.13 1.60
48 C -3.24 -0.67 1.41
49 S -2.73 0.10 -0.14
50 O -1.24 -0.15 -0.26
51 C -3.50 -1.02 -1.34
52 C -2.66 -2.26 -1.67
53 C -3.29 -3.05 -2.80
54 H -2.78 -3.61 3.17
55 H -4.05 -2.39 3.42
56 H -2.35 -1.98 3.69
57 H -3.50 -2.76 0.97
58 H -1.85 -2.29 1.28
59 H -2.76 -0.04 2.16
60 H -4.32 -0.49 1.50
61 H -3.66 -0.42 -2.24
62 H -4.47 -1.30 -0.94
63 H -2.53 -2.88 -0.78
64 H -1.66 -1.93 -1.95
65 H -4.30 -3.39 -2.54
66 H -2.70 -3.94 -3.02
67 H -3.36 -2.46 -3.71
68 Cl 4.04 -2.22 1.70
69 C 4.15 -0.56 2.19
70 C 4.56 -0.29 3.49
71 C 4.78 1.01 3.89
72 C 4.61 2.05 2.99
73 C 4.18 1.78 1.70
74 C 3.90 0.47 1.28
75 C 3.40 0.23 -0.10
76 H 4.74 -1.12 4.16
77 H 5.11 1.21 4.90
78 H 4.81 3.07 3.28
79 H 4.06 2.58 0.98
80 H 3.15 -0.83 -0.26
81 H 4.13 0.52 -0.85

Atomic partial charges in e from the Löwdin method, atoms 1 to 2: 0.8053 0.0249